Record 1
The following is a quantum chemistry calculation of an isolated ion of composition C4H11NPS and charge +1, from OMol25.

Results
Highest occupied orbital energy: -12.47 eV
Multiplicity: 1
SMILES: [NH3+][C@H]1CSC[C@@H]1P
Total charge: +1

Geometry as XYZ:
```
18
Properties=species:S:1:pos:R:3:forces:R:3:lowdin_charge:R:1
N 0.81244 -1.81219 0.30150 -3.1 -1.7 -0.4 0.248
C -0.18344 -0.81728 -0.21757 1.9 2.7 -3.3 -0.380
C -1.57708 -0.87019 0.26479 -1.0 1.5 1.2 -0.424
S -2.35240 0.79415 -0.13405 1.8 -0.2 -0.4 0.848
C -0.62726 1.68365 -0.03514 -2.4 1.7 -0.1 -0.468
C 0.37179 0.59016 0.30401 -0.7 0.5 -3.1 -0.643
P 1.94179 1.11876 -0.54549 0.7 -0.8 -1.0 0.855
H 1.52379 -1.32558 0.72851 2.6 1.1 1.2 0.098
H 1.12642 -2.52323 -0.32802 0.7 0.0 -1.2 0.176
H 0.33993 -2.38987 0.96908 -0.4 -0.3 1.3 0.169
H -0.02751 -0.81723 -1.37240 -0.8 -0.1 1.9 0.177
H -2.27812 -1.59349 -0.10898 0.1 -0.6 -0.2 0.081
H -1.54495 -0.82691 1.36741 -0.2 -0.7 -0.3 0.094
H -0.79145 2.40353 0.82083 0.6 -0.8 -0.9 0.087
H -0.44588 2.38943 -0.98584 -0.4 -2.2 1.9 0.111
H 0.48646 0.47000 1.33006 0.3 0.1 2.1 0.083
H 1.88387 2.54159 -0.47979 -0.3 -0.4 0.2 -0.068
H 1.34159 0.98467 -1.87890 0.5 0.3 0.9 -0.045
```
Positions in Å, forces in eV/Å.

=====

Record 2
The following is a quantum chemistry calculation of an isolated ion of composition C4H11NPS and charge +1, from OMol25.

Results
Highest occupied orbital energy: -12.46 eV
Multiplicity: 1
SMILES: [NH3+][C@H]1CSC[C@@H]1P
Total charge: +1

Geometry as XYZ:
```
18
Properties=species:S:1:pos:R:3:forces:R:3:lowdin_charge:R:1
N 1.57358 -1.01802 0.51876 0.2 0.0 0.1 0.203
C 0.31502 -0.66486 -0.21436 -0.7 0.2 -0.2 -0.417
C -0.80954 -1.65685 0.02781 -0.5 0.1 0.0 -0.412
S -2.36959 -0.72386 -0.28790 0.4 -0.1 0.0 0.899
C -1.51420 0.89692 -0.43215 -0.3 -0.4 -0.1 -0.478
C -0.17935 0.70886 0.25809 0.5 0.3 -0.1 -0.620
P 1.14421 2.01765 -0.06357 -0.2 -0.5 0.2 0.902
H 1.36576 -1.21032 1.50781 0.1 0.0 -0.2 0.180
H 2.19599 -0.18756 0.46722 0.0 -0.4 0.1 0.104
H 2.04455 -1.83593 0.11542 -0.1 0.2 0.1 0.184
H 0.55567 -0.61945 -1.28235 0.1 0.0 0.2 0.164
H -0.78630 -2.51779 -0.63637 0.1 0.0 0.0 0.085
H -0.83406 -1.99674 1.06446 0.1 -0.1 0.0 0.084
H -2.14073 1.64969 0.03903 0.1 0.1 0.0 0.087
H -1.40027 1.13016 -1.49166 0.1 0.1 0.1 0.077
H -0.34316 0.66628 1.34290 0.0 0.0 0.0 0.121
H 0.41149 3.08013 0.44512 -0.1 0.4 0.3 -0.081
H 0.77092 2.28169 -1.37827 0.0 0.0 -0.5 -0.084
```
Positions in Å, forces in eV/Å.

=====

Record 3
The following is a quantum chemistry calculation of one molecule with the formula C4H11NS, from OMol25.

Results
Highest occupied orbital energy: -8.51 eV
Multiplicity: 1
SMILES: CCSCNC

Geometry as XYZ:
```
17
Properties=species:S:1:pos:R:3:forces:R:3:lowdin_charge:R:1
C -1.56377 0.00852 1.57293 0.0 0.4 -0.4 -0.172
C -0.25526 0.69586 1.97104 1.0 -1.2 -0.4 -0.517
S 0.98096 1.04242 0.58741 -0.8 0.1 0.8 0.800
C 1.09889 -0.58813 -0.22705 -0.9 -0.7 0.4 -0.552
N 0.33985 -0.79402 -1.44889 0.4 0.6 0.0 -0.166
C 0.68692 0.16648 -2.53159 0.0 -1.2 0.3 -0.128
H -1.85067 0.44139 0.60523 -0.6 -0.2 0.4 0.063
H -1.53045 -1.08625 1.47072 0.6 0.3 -0.2 0.069
H -2.31706 0.14750 2.35694 0.0 0.4 -0.3 0.070
H -0.38711 1.66380 2.44162 -0.2 0.1 0.0 0.053
H 0.23243 0.01970 2.68473 0.2 0.5 0.0 0.063
H 2.15158 -0.82685 -0.34801 0.1 0.1 -0.3 0.070
H 0.69189 -1.29504 0.50772 0.3 0.0 -0.1 0.071
H -0.64087 -0.69317 -1.22153 0.0 -0.1 0.0 0.075
H 0.91734 -0.40588 -3.43294 0.0 0.1 -0.1 0.066
H -0.15437 0.82096 -2.75551 0.3 0.3 0.1 0.074
H 1.59970 0.68270 -2.23283 -0.3 0.4 -0.2 0.063
```
Positions in Å, forces in eV/Å.

=====

Record 4
The following is a quantum chemistry calculation of a 2-piece molecular cluster, C4H11NS overall, from OMol25.

Results
Highest occupied orbital energy: -8.46 eV
Multiplicity: 1
SMILES: C=NC.CSC

Geometry as XYZ:
```
17
Properties=species:S:1:pos:R:3:forces:R:3:lowdin_charge:R:1
C 2.07316 1.22478 2.96683 -0.3 0.5 -0.1 -0.091
N 1.43343 0.21853 3.36562 -0.1 0.0 -0.5 -0.093
C 0.18360 0.44719 4.06400 0.1 -0.1 -0.3 -0.156
H 2.88386 1.13623 2.25587 0.4 -0.3 0.2 0.059
H 1.80460 2.26310 3.22184 -0.2 -0.2 0.0 0.071
H 0.19985 -0.09160 5.00272 0.0 0.2 0.4 0.069
H -0.60448 -0.02916 3.48351 0.0 -0.1 -0.1 0.072
H -0.07765 1.51218 4.14369 0.1 -0.1 0.4 0.071
C 0.29960 -1.13653 -3.73366 -0.2 -1.1 0.5 -0.471
S -0.74098 0.30723 -3.74573 -0.3 0.2 -0.2 0.722
C -2.02996 -0.26946 -2.62286 -0.1 0.1 -0.2 -0.436
H 0.59282 -1.40720 -2.71521 0.5 0.5 -0.1 0.037
H 1.13733 -0.99095 -4.40360 0.3 0.1 0.1 0.026
H -0.21722 -2.05076 -4.04823 -0.2 0.3 -0.4 0.035
H -2.92933 0.31159 -2.81956 0.0 0.1 0.0 0.026
H -2.26864 -1.31037 -2.82899 0.0 -0.1 0.0 0.033
H -1.73999 -0.13478 -1.58625 0.0 -0.1 0.1 0.029
```
Positions in Å, forces in eV/Å.

=====

Record 5
The following is a quantum chemistry calculation of one molecule with the formula C4H11NS, from OMol25.

Results
Highest occupied orbital energy: -8.39 eV
Multiplicity: 1
SMILES: CSCCCN

Geometry as XYZ:
```
17
Properties=species:S:1:pos:R:3:forces:R:3:lowdin_charge:R:1
C 1.02149 1.56120 2.15568 -1.2 -2.1 2.5 -0.529
S 1.47779 2.21957 0.61616 -0.9 -0.8 -2.2 0.761
C 0.65502 0.95895 -0.57352 0.8 0.2 -2.2 -0.477
C -0.29993 -0.14364 -0.14827 -1.5 0.4 1.1 -0.273
C -0.95435 -0.98229 -1.35390 1.0 2.4 0.2 -0.291
N -0.79524 -2.36983 -1.12497 -0.3 -1.9 -1.9 -0.022
H 1.84250 0.95126 2.63660 -0.7 0.8 -0.4 0.041
H 0.73789 2.40247 2.85393 0.1 -1.1 -0.7 0.041
H 0.15231 0.77608 2.03913 1.5 1.9 0.4 0.051
H -0.06284 1.47895 -1.26547 1.4 0.4 0.3 0.078
H 1.55357 0.54058 -1.17372 -1.6 0.6 0.8 0.092
H 0.19240 -0.82261 0.51839 0.2 -0.7 0.4 0.081
H -1.09337 0.40153 0.45734 0.6 -1.0 -0.6 0.116
H -0.30315 -0.65517 -2.16188 -0.1 -0.3 -0.7 0.087
H -1.97030 -0.62126 -1.61638 0.3 -0.2 0.5 0.111
H -1.33149 -3.08802 -1.67484 0.7 1.6 0.7 0.103
H -0.82231 -2.60779 -0.18427 -0.2 -0.5 1.8 0.029
```
Positions in Å, forces in eV/Å.

=====

Record 6
The following is a quantum chemistry calculation of a 2-piece molecular cluster, C4H11NS2 overall, from OMol25.

Results
Highest occupied orbital energy: -8.76 eV
Multiplicity: 1
SMILES: C=NCC.CSS

Geometry as XYZ:
```
18
Properties=species:S:1:pos:R:3:forces:R:3:lowdin_charge:R:1
C 0.60082 0.81848 2.05179 -0.3 0.0 0.2 -0.060
N 0.12233 -0.23413 1.54910 0.6 -0.2 0.2 -0.064
C -0.26904 -1.28894 2.49612 -0.4 0.4 -0.7 -0.295
C -1.78542 -1.46993 2.46443 0.4 -0.1 0.4 -0.095
H 0.52769 1.01081 3.12724 0.4 0.0 0.1 0.077
H 1.06535 1.58088 1.43598 -0.3 0.1 -0.2 0.052
H 0.22471 -2.17775 2.10363 0.0 -0.2 0.2 0.106
H 0.11548 -1.08215 3.49868 -0.1 0.0 0.1 0.098
H -2.09470 -2.27968 3.12479 0.0 -0.1 -0.1 0.068
H -2.27640 -0.56795 2.82676 -0.1 0.1 -0.2 0.070
H -2.09270 -1.69021 1.44604 -0.2 0.0 0.0 0.065
C -1.44167 0.58627 -1.89025 0.3 0.1 -0.1 -0.486
S 0.19938 1.29102 -1.55528 0.1 -0.5 -0.3 0.336
S 1.37672 -0.40845 -1.76900 -0.3 0.5 0.4 0.299
H -1.43246 0.14031 -2.88117 -0.1 0.0 0.0 0.021
H -2.14605 1.41672 -1.86994 -0.1 0.0 0.1 0.026
H -1.69360 -0.16607 -1.14813 0.0 0.1 0.1 0.014
H 1.25202 -0.77632 -0.47122 0.0 -0.1 -0.2 -0.231
```
Positions in Å, forces in eV/Å.

=====

Record 7
The following is a quantum chemistry calculation of one molecule with the formula C4H11NS2, from OMol25.

Results
Highest occupied orbital energy: -8.08 eV
Multiplicity: 1
SMILES: CSSC[C@H](C)N

Geometry as XYZ:
```
18
Properties=species:S:1:pos:R:3:forces:R:3:lowdin_charge:R:1
C -3.22012 0.86524 0.91884 -0.4 -2.7 0.6 -0.477
S -1.67186 -0.01945 1.42603 0.1 0.6 -1.7 0.413
S -0.75142 -0.03775 -0.49247 -0.7 0.1 1.0 0.510
C 0.95499 0.55380 -0.17258 -1.4 0.9 2.9 -0.533
C 1.83349 -0.49548 -0.73087 1.3 -2.3 -0.4 -0.617
C 3.01922 -0.77502 0.17573 1.1 -0.6 2.4 -0.103
N 2.12654 -0.12686 -2.12577 0.7 0.6 -0.1 0.022
H -3.90991 0.05505 0.46090 0.8 1.6 1.1 0.060
H -3.08219 1.64682 0.21976 0.5 0.7 -0.6 -0.001
H -3.50895 1.26045 1.89318 -0.8 -0.1 -0.3 0.010
H 1.08834 0.74415 1.02248 -0.4 -0.4 -3.0 0.126
H 1.04717 1.49003 -0.73800 0.3 -0.1 0.4 0.069
H 1.33033 -1.52369 -0.74262 0.2 1.6 -0.4 0.124
H 3.37760 0.12541 0.65075 0.3 0.8 -0.1 0.051
H 2.76306 -1.37669 1.14926 0.1 0.6 -2.0 0.113
H 3.93486 -1.22527 -0.26250 -0.9 0.0 -0.1 0.076
H 2.82719 0.64677 -2.25843 -1.0 -1.1 0.6 0.100
H 2.49378 -0.93117 -2.59818 0.2 -0.3 -0.4 0.058
```
Positions in Å, forces in eV/Å.

=====

Listing E for the structures above in their given order: -25932.0807 -25933.5596 -16651.0853 -16650.4372 -16650.2649 -27486.2090 -27485.9282 eV.
Listing orbital gap for the structures above in their given order: 8.77 8.82 9.48 9.32 9.41 9.47 8.84 eV.
Listing ΔE to the lowest compared entry with this formula, charge and spin for the structures above in their given order: 1.479 0.000 0.708 1.356 1.528 1.056 1.337 eV.